{"formula": "C33H46OP2SiTi", "method": "wB97M-V/def2-TZVPD", "multiplicity": 3, "s_squared": 2.05, "de_lowest_kcal_mol": 0.0, "gap_ev": [5.8, 6.7], "species": ["P", "P", "C", "C", "H", "H", "H", "H", "C", "H", "H", "H", "C", "H", "H", "H", "C", "H", "H", "H", "C", "H", "H", "H", "Ti", "C", "C", "C", "C", "C", "C", "C", "C", "C", "H", "H", "H", "H", "H", "H", "H", "H", "H", "H", "H", "H", "H", "H", "H", "O", "Si", "C", "C", "C", "C", "C", "C", "C", "C", "C", "C", "C", "C", "C", "C", "C", "C", "C", "C", "H", "H", "H", "H", "H", "H", "H", "H", "H", "H", "H", "H", "H", "H", "H"], "positions_angstrom": [[0.335571, -1.800259, -2.490170], [0.032380, 0.113134, -4.287676], [-0.420662, -2.493132, -4.015867], [0.129913, -1.566048, -5.100803], [-1.518828, -2.422724, -3.925882], [-0.131607, -3.537685, -4.148239], [1.193142, -1.730569, -5.334986], [-0.442733, -1.560277, -6.036220], [-1.523047, 0.691722, -5.154767], [-1.993046, 1.528637, -4.615157], [-2.230459, -0.150121, -5.234697], [-1.270323, 1.024258, -6.179761], [1.223943, 1.040258, -5.426748], [0.731325, 1.271937, -6.384618], [2.099404, 0.410243, -5.636130], [1.588663, 2.003969, -5.039765], [-0.940918, -4.069264, -1.159042], [-1.411021, -4.732819, -0.443847], [-0.659754, -4.592050, -2.077813], [-1.654548, -3.251912, -1.428808], [2.121747, -2.058290, -2.632895], [2.662234, -1.112731, -2.738829], [2.357821, -2.738122, -3.452543], [2.471712, -2.528706, -1.685433], [0.583146, -2.832993, -0.566477], [1.239063, 4.205226, -1.312380], [0.011126, 4.752057, -1.416676], [-1.356342, 4.222525, -1.131247], [-1.512594, 2.739002, -0.746416], [-1.305390, 1.867583, -1.947689], [-0.098823, 1.330260, -2.342706], [1.292431, 1.929804, -2.461837], [1.677986, 2.774794, -1.255206], [2.518454, -3.434317, 0.254270], [2.079924, 4.903905, -1.321902], [-0.032551, 5.820697, -1.639175], [-1.993747, 4.411349, -2.014554], [-1.807010, 4.813714, -0.301623], [-0.898685, 2.489120, 0.135663], [-2.564989, 2.611814, -0.418631], [-2.208022, 1.395659, -2.340555], [0.084888, 0.341780, -1.785677], [1.411043, 2.507773, -3.382841], [2.028035, 1.104366, -2.507070], [1.319342, 2.287160, -0.351747], [2.780238, 2.793653, -1.200831], [3.125366, -2.524242, 0.427622], [3.105068, -4.147775, -0.338679], [2.298645, -3.874098, 1.246560], [-0.188818, -1.613389, 0.665873], [-0.304712, -0.940074, 2.156811], [-1.868942, -1.184426, 3.184485], [-3.097209, -1.582258, 2.649200], [-4.236747, -1.558722, 3.468181], [-4.155809, -1.193992, 4.817745], [-2.911019, -0.833617, 5.360705], [-1.778080, -0.815386, 4.534179], [1.013488, -1.613066, 3.330235], [0.703809, -2.730846, 4.122481], [1.502730, -3.058099, 5.211466], [2.673953, -2.330856, 5.483681], [3.073429, -1.345461, 4.562981], [2.269036, -1.017945, 3.474345], [-0.240471, 0.943316, 2.144526], [-1.320268, 1.731401, 2.576676], [-1.186771, 3.107054, 2.783470], [0.001729, 3.747656, 2.433810], [1.069221, 2.993033, 1.935094], [0.944425, 1.600183, 1.795726], [-3.167986, -1.889489, 1.599349], [-5.207472, -1.833509, 3.055051], [-5.037654, -1.182204, 5.456462], [-2.803610, -0.560269, 6.401389], [-0.817434, -0.497624, 4.951259], [-0.201519, -3.328729, 3.908339], [1.222369, -3.883157, 5.875378], [3.275427, -2.535824, 6.368564], [4.026950, -0.828858, 4.699775], [2.607025, -0.272562, 2.735123], [-2.286479, 1.265980, 2.792471], [-2.004607, 3.683496, 3.237044], [0.114419, 4.832710, 2.537135], [2.008770, 3.476115, 1.653240], [1.781347, 1.021164, 1.388221]], "atomic_forces_ev_per_a": [[-1.025, 1.551, -2.444], [-0.660, 1.813, -0.108], [0.449, -0.170, -0.481], [-0.234, -0.093, -0.144], [0.429, -0.064, -0.040], [-0.180, -0.026, -0.126], [-0.350, -0.227, 0.178], [0.168, -0.069, 0.043], [-0.301, -0.124, 0.210], [0.126, -0.325, -0.211], [0.101, 0.401, 0.124], [-0.161, -0.267, 0.588], [0.347, 0.085, 0.229], [0.099, -0.355, 0.399], [-0.179, 0.169, 0.124], [-0.198, -0.533, -0.142], [-0.557, 0.134, -0.462], [-0.116, -0.264, 0.168], [-0.309, -0.204, 0.025], [0.034, -0.697, 0.084], [0.629, -0.219, 0.013], [0.056, -0.255, -0.017], [0.162, 0.014, 0.034], [0.294, 0.127, -0.477], [1.127, -0.091, 3.536], [-0.678, 0.762, -0.325], [0.786, 0.123, 0.533], [-0.604, -0.242, 0.044], [-0.550, 0.353, 0.001], [-2.015, 0.911, 0.545], [3.357, -3.132, -1.846], [-0.107, 0.519, 0.513], [0.549, 0.157, 0.385], [-0.447, -0.071, 0.164], [-0.296, -0.002, -0.397], [0.245, -0.087, 0.234], [0.091, 0.024, 0.299], [0.411, -0.101, -0.459], [-0.011, 0.035, -0.598], [0.536, 0.017, -0.112], [0.124, 0.051, 0.023], [-0.476, 0.810, -0.543], [-0.101, 0.147, 0.431], [-0.448, 0.112, -0.187], [0.082, -0.058, -0.147], [-0.336, -0.103, 0.129], [-0.095, -0.319, -0.038], [0.067, 0.052, 0.196], [0.173, 0.085, -0.326], [-0.325, 0.219, 0.744], [-0.063, -0.500, -0.254], [0.091, -0.399, -0.521], [-0.229, 0.211, 0.593], [-0.118, -0.078, 0.083], [0.645, 0.075, -0.160], [0.158, -0.129, -0.839], [-0.685, -0.047, 0.311], [0.130, -0.301, -0.693], [-0.193, 0.121, 0.142], [0.482, -0.182, 0.380], [-0.360, 0.298, -0.812], [0.324, -0.296, 0.347], [-0.057, 0.163, 0.207], [0.207, 0.215, -0.315], [-0.054, 0.149, 0.393], [-0.070, 0.040, -0.119], [0.397, -0.094, -0.013], [-0.093, -0.289, 0.042], [-0.007, 0.581, 0.235], [-0.015, 0.140, 0.407], [0.213, 0.021, 0.070], [0.118, -0.058, -0.240], [-0.137, 0.016, 0.053], [-0.325, -0.126, -0.126], [0.477, 0.531, 0.289], [0.075, 0.282, -0.293], [-0.145, -0.020, -0.254], [-0.278, -0.172, 0.002], [-0.177, -0.325, 0.719], [0.409, 0.111, 0.059], [0.285, -0.285, -0.405], [-0.079, -0.448, 0.060], [-0.357, -0.071, 0.077], [-0.251, 0.290, 0.208]]}

***

{"formula": "C4H16O3", "method": "wB97M-V/def2-TZVPD", "smiles": "CCCC.O.O.O", "de_lowest_kcal_mol": 61.0, "gap_ev": 10.9, "species": ["C", "C", "C", "C", "H", "H", "H", "H", "H", "H", "H", "H", "H", "H", "H", "H", "O", "H", "H", "O", "H", "H", "O"], "positions_angstrom": [[0.707270, -1.264476, 1.103715], [-0.812413, 0.528955, 2.519513], [0.110386, 1.164295, 1.463699], [1.198045, 0.091868, 1.370197], [0.979088, -2.000050, 1.829816], [0.844265, -1.818635, 0.162235], [-0.365474, -1.285982, 1.105072], [-1.361275, 1.220824, 3.266215], [-0.286154, -0.108624, 3.225402], [-1.558750, -0.018002, 1.939729], [0.565263, 2.049186, 1.723264], [-0.433616, 1.244343, 0.476831], [1.822729, 0.458731, 0.477373], [2.023790, -0.021434, 2.191299], [-0.984193, 1.958340, -0.951152], [-1.797454, 1.828594, -2.142190], [-1.965384, 2.246636, -1.302999], [-1.700193, -1.964356, -1.954977], [-0.141224, -2.042949, -2.022952], [-0.978903, -2.525906, -2.088873], [2.189565, -0.316327, -1.358971], [1.372616, -0.615542, -2.686376], [1.895697, 0.067774, -2.111048]], "atomic_forces_ev_per_a": [[-1.514, -2.351, -1.048], [-1.935, 2.088, 1.379], [-0.823, -3.266, 0.487], [4.156, 1.561, -2.072], [0.312, -0.333, 0.732], [0.876, 0.777, -0.211], [-0.657, -0.037, 0.244], [0.611, -0.566, -1.631], [0.187, -0.343, -0.366], [-0.147, -0.145, 0.757], [0.661, 2.229, 0.586], [0.727, -0.086, 1.222], [-0.410, -0.641, 1.092], [-1.928, 1.018, -0.897], [-3.595, 1.520, -0.615], [-0.729, -0.080, -1.148], [4.282, -1.338, 1.536], [-1.405, 1.632, 0.388], [-0.778, 0.033, 0.159], [2.129, -1.675, -0.475], [1.301, -2.310, 3.629], [1.803, 1.871, 1.897], [-3.122, 0.443, -5.645]]}

***

{"formula": "CH2NO4S", "method": "wB97M-V/def2-TZVPD", "total_charge": -1, "de_lowest_kcal_mol": 162.3, "gap_ev": 7.4, "species": ["C", "N", "O", "O", "O", "O", "S", "H", "H"], "positions_angstrom": [[0.476078, 0.015508, -0.227554], [0.560916, -0.262102, 1.134558], [0.244474, 0.603597, 1.939839], [-1.935444, -1.085027, -0.379268], [1.010764, -1.309040, 1.454807], [-1.338207, 0.266580, -2.204513], [-1.410034, 0.216974, -0.720143], [1.078249, 1.765976, -0.164874], [1.313203, -0.212466, -0.832852]], "atomic_forces_ev_per_a": [[0.234, 5.441, -0.909], [0.721, 2.538, 0.928], [-0.748, -0.010, 0.259], [-0.556, -1.572, 1.492], [0.880, -3.325, 0.760], [0.455, 0.910, 0.426], [0.056, 0.605, -2.219], [-1.401, -3.402, -0.296], [0.359, -1.185, -0.441]]}